{
  "formula": "C16H37Cl2NO9P3S",
  "method": "ωB97M-V/def2-TZVPD",
  "elements": ["N", "P", "H", "H", "P", "H", "C", "O", "H", "H", "H", "H", "S", "H", "H", "H", "O", "H", "C", "C", "H", "C", "C", "C", "H", "H", "C", "O", "H", "C", "C", "H", "H", "H", "H", "H", "H", "H", "H", "O", "Cl", "C", "H", "O", "C", "P", "H", "C", "H", "H", "O", "H", "C", "Cl", "H", "H", "C", "H", "C", "H", "O", "H", "H", "C", "H", "O", "H", "O", "H"],
  "xyz": [[-0.560, -1.608, 0.164], [-3.230, -1.861, 5.075], [-0.002, 0.790, -2.591], [-2.311, -0.142, 3.269], [2.936, 0.623, -2.526], [4.410, -1.336, -0.308], [-1.915, 2.001, 0.607], [2.779, 1.762, 0.675], [0.044, -1.200, -3.137], [-0.987, -1.227, 2.782], [1.576, -1.285, -5.782], [-0.384, -2.055, -4.636], [5.599, 1.528, -0.019], [-4.354, -2.242, 2.648], [-1.718, 0.985, -1.275], [1.884, -2.349, -1.547], [3.536, 3.402, -1.026], [3.895, 1.441, -3.161], [-2.459, 2.948, -1.660], [2.342, -1.493, -1.035], [-4.675, -3.526, 7.031], [1.308, -0.749, -4.869], [3.871, -1.504, -1.251], [-0.033, 2.292, -1.063], [-0.104, 2.427, -3.197], [-0.533, 4.286, -0.323], [-4.202, -2.597, 7.348], [-3.030, -2.349, 6.563], [0.458, 4.286, -1.793], [-3.870, -3.175, 2.938], [1.892, -1.506, 0.437], [-0.698, 0.053, 3.985], [-0.360, -0.703, -0.273], [-4.904, -1.769, 7.253], [-4.520, -4.010, 2.691], [-3.461, 2.518, -1.751], [-1.680, 1.045, 1.083], [2.631, -2.008, 1.066], [-3.869, -2.686, 8.378], [4.182, -0.495, -2.157], [0.318, 0.621, -5.503], [-1.420, -0.667, 3.607], [3.130, -1.303, -4.058], [-3.653, -3.217, 4.357], [0.440, -1.678, -4.028], [3.751, 1.827, -0.639], [-2.983, 2.183, 0.756], [2.624, -0.343, -4.208], [-2.565, 3.908, -1.146], [0.461, -3.108, 1.044], [1.766, 1.819, -2.787], [1.841, -0.460, 0.750], [0.525, -2.119, 0.577], [3.634, 0.448, -5.484], [4.180, -2.476, -1.654], [-2.920, -3.277, 2.413], [0.286, 3.777, -0.840], [3.353, 1.903, 1.444], [0.390, 1.797, -2.449], [1.186, 3.918, -0.248], [1.846, -0.319, -1.634], [1.046, -2.532, -3.708], [-1.368, 2.784, 1.140], [-1.542, 1.996, -0.884], [0.485, 1.696, -0.306], [-1.734, -1.593, 4.666], [3.696, 3.513, -1.974], [-4.170, -0.757, 4.854], [-2.088, 3.147, -2.668]],
  "forces_ev_per_a": [[0.085, -0.032, 0.030], [0.041, -0.058, -0.020], [-0.061, -0.032, 0.034], [-0.009, 0.007, 0.048], [-0.207, -0.126, -0.292], [-0.061, 0.037, -0.028], [-0.033, -0.038, -0.053], [-0.073, 0.045, 0.230], [0.011, 0.064, -0.009], [-0.018, 0.020, -0.020], [0.010, 0.062, 0.058], [0.018, 0.045, 0.054], [-0.126, 0.001, 0.045], [-0.007, -0.006, 0.015], [-0.023, 0.075, 0.044], [0.076, -0.012, -0.019], [0.136, 0.067, -0.212], [-0.055, 0.027, -0.009], [-0.006, 0.003, -0.060], [-0.070, 0.126, -0.001], [-0.003, 0.002, -0.002], [-0.017, -0.167, 0.065], [0.045, 0.121, 0.161], [0.030, -0.044, -0.017], [0.097, -0.031, 0.002], [0.080, 0.010, -0.042], [0.019, -0.005, -0.011], [-0.012, 0.031, -0.001], [-0.098, 0.000, 0.036], [-0.038, 0.007, -0.007], [0.050, 0.029, -0.061], [-0.002, -0.029, 0.049], [-0.043, 0.029, 0.015], [-0.003, -0.001, 0.006], [0.027, -0.016, -0.005], [0.056, 0.031, 0.026], [0.094, 0.042, -0.036], [-0.103, -0.112, -0.051], [-0.012, -0.003, 0.001], [-0.038, -0.127, -0.211], [-0.030, 0.041, 0.079], [0.034, 0.055, -0.097], [-0.040, 0.097, 0.073], [-0.013, 0.001, -0.007], [0.091, -0.032, -0.073], [0.091, -0.016, 0.058], [0.036, -0.046, -0.031], [0.037, -0.033, -0.023], [0.052, -0.033, -0.035], [-0.016, 0.036, 0.018], [0.208, 0.108, 0.395], [0.141, -0.018, 0.044], [-0.002, -0.007, -0.012], [0.024, -0.004, -0.045], [0.029, 0.029, 0.034], [0.001, 0.014, -0.008], [0.046, 0.021, 0.021], [-0.059, -0.042, -0.043], [-0.084, -0.150, -0.257], [0.084, -0.073, -0.020], [-0.139, -0.033, -0.001], [-0.038, 0.050, -0.032], [-0.067, -0.011, -0.032], [-0.022, -0.033, 0.114], [0.093, 0.007, -0.057], [-0.023, 0.033, 0.051], [-0.161, 0.025, 0.111], [0.014, -0.003, -0.013], [-0.044, -0.024, 0.037]],
  "mulliken_charge": [-0.75, 1.13, -0.01, 0.41, 0.30, 0.38, -1.24, -0.62, 0.09, 0.24, 0.50, 0.47, -0.54, 0.34, 0.35, 0.23, -0.56, 0.38, -1.77, 0.33, 0.26, 0.24, -0.94, 1.90, 0.31, 0.50, -0.68, -0.33, 0.28, -0.62, -0.58, 0.37, 0.22, 0.32, 0.27, 0.46, -0.01, 0.52, 0.22, -0.72, -0.22, -0.75, 0.35, -0.35, -1.14, 0.79, 0.50, -0.40, 0.34, 0.47, -0.62, 0.04, -0.42, -0.21, 0.29, 0.22, -1.78, 0.32, -0.85, 0.34, 0.07, 0.25, 0.23, 0.73, -0.51, -0.34, 0.36, -0.69, 0.35],
  "total_charge": -1,
  "orbital_gap_ev": 7.17,
  "homo_ev": -4.87
}